[1]
# C7H8

An isolated molecule of C7H8 (wB97M-V/def2-TZVPD, OMol25).

- total energy (Eh) = -271.32409
- 2S+1 = 1
- max |F| (Eh/bohr) = 0.0136
- LUMO level (eV) = 0.297
- HOMO-LUMO gap (hartree) = 0.372

XYZ file:
```
15
C7H8 | OMol25 | wB97M-V/def2-TZVPD
H 1.25920 0.91525 1.25701
C -1.43509 -0.11082 -0.61462
H 2.10529 0.86727 -2.91785
H -2.47920 -0.45797 -0.55715
C 0.51643 1.03787 0.45875
H 0.08910 2.04329 0.54566
C -0.60626 -0.00749 0.64295
C -0.05574 -1.38284 1.03274
H -0.86712 -2.11280 1.12404
H 0.64200 -1.74273 0.26716
C 1.17488 0.94749 -0.84541
H -1.25113 0.36242 1.44929
H 0.46251 -1.32227 1.99683
C -1.21042 0.06926 -1.89002
C 1.65554 0.89405 -1.94938
```

Löwdin population analysis, charges in e, atoms 1 to 6:
1. H 0.12
2. C -0.26
3. H 0.04
4. H 0.11
5. C -0.18
6. H 0.13

***

[2]
# C7H8

An isolated molecule of C7H8 at a distorted geometry (wB97M-V/def2-TZVPD, OMol25).

- total energy (Eh) = -271.30434
- 2S+1 = 1
- max |F| (Eh/bohr) = 0.0531
- LUMO level (eV) = 0.732
- SMILES string = C#CC[C@H](C)C#C
- HOMO-LUMO gap (hartree) = 0.356

XYZ file:
```
15
C7H8 | OMol25 | wB97M-V/def2-TZVPD
H -0.32376 0.48359 1.21215
C -0.19362 -1.42987 -0.37271
H 0.09977 -1.47106 -1.43563
C -1.70174 0.23617 0.73876
H -3.59905 -0.13593 1.36682
C -2.56476 0.00937 1.59894
H 0.62760 -1.86448 0.19411
C 1.76985 0.86867 -0.38526
C -0.46718 0.02541 0.08901
H 3.96170 0.52306 0.11681
C 2.92669 0.67114 -0.11028
H -1.07598 -2.06806 -0.25165
H 0.17873 1.02118 -1.75671
H 0.02500 2.06012 -0.33097
C 0.33676 1.07068 -0.67341
```

Löwdin population analysis, charges in e, atoms 1 to 6:
1. H 0.20
2. C -0.03
3. H 0.09
4. C -0.19
5. H 0.02
6. C 0.06